# 1
ORCA calculation (ωB97M-V/def2-TZVPD) on 8 unconnected molecules or ions with the total composition C8H32N2O9 in a non-equilibrium geometry.

Last column: Löwdin charge in e.
Positions of all 51 atoms, in Å:
O: 0.27216 0.94705 -4.06883  -0.15
O: -0.75782 -1.26263 -0.18904  -0.04
O: 2.58434 -2.16208 -0.39673  -0.10
O: 0.69874 -3.64630 3.76965  -0.08
O: 1.66904 1.90248 1.95885  -0.06
O: -3.23907 -1.22798 -1.96132  -0.06
O: -0.70980 0.31286 -1.56036  0.01
O: -1.43202 3.10401 -1.85155  -0.05
O: 0.63581 0.18825 0.05776  0.03
N: -2.30950 -3.40372 0.62206  0.34
N: -0.24551 -0.26286 -0.60445  -0.60
C: -0.76828 5.27352 -1.90930  -0.08
C: 0.42006 -2.37015 4.17850  -0.49
C: 0.92760 -1.49720 2.97646  -0.03
C: 0.97775 3.58606 -1.55069  -0.04
C: -0.83779 1.70650 -4.58244  -0.14
C: -0.47886 3.96510 -1.27245  -0.51
C: 1.19888 -2.27890 5.48958  -0.06
C: 2.00147 -3.14638 -1.17547  -0.19
H: 1.11091 3.47212 -2.62651  0.08
H: -3.20943 -3.29435 1.06733  0.15
H: 2.26571 -2.48312 5.39861  0.08
H: 2.65630 -4.01631 -1.12528  0.08
H: 1.69175 4.29228 -1.12694  0.09
H: 0.21020 -1.43067 2.15852  0.05
H: -2.37813 -0.84981 -1.78243  -0.02
H: -0.17700 6.10861 -1.53366  0.08
H: -0.59721 5.27841 -2.98578  0.08
H: 1.21474 -1.23363 5.79821  0.07
H: -0.62908 -2.14104 4.36531  0.13
H: -1.66918 1.37269 -3.96159  0.08
H: 1.87748 -1.86789 2.59120  0.09
H: -1.62716 -3.93676 1.14205  0.15
H: 1.64521 -3.70208 3.61903  0.09
H: -0.58173 2.75832 -4.45513  0.06
H: -0.66243 4.02535 -0.19971  0.13
H: -0.93606 1.60765 -5.66349  0.07
H: -2.48529 -3.95811 -0.20368  0.15
H: -1.79597 -2.55572 0.42898  0.07
H: 0.91978 2.33144 2.37216  0.03
H: 1.28823 1.38646 1.24826  -0.03
H: 1.06718 -0.47775 3.33609  0.07
H: 1.18032 2.57898 -1.18618  0.06
H: 0.82915 -2.84223 6.34635  0.08
H: 0.99172 -3.40410 -0.85598  0.05
H: 1.95387 -1.44704 -0.28355  0.03
H: -3.78115 -0.95072 -1.22273  0.03
H: 0.10661 0.68302 -3.16082  0.01
H: 1.92083 -2.82459 -2.21376  0.08
H: -1.80842 5.54514 -1.72921  0.08
H: -1.19874 2.24767 -1.48567  0.04

Values from the calculation:
HOMO: -9.03 eV
HOMO-LUMO gap: 7.8 eV
2S+1: 1
calculated total energy: -1110.44538 hartree
ΔE to the lowest compared entry with this formula, charge and spin: 0.000 eV
E_LUMO: -1.19 eV

# 2
ORCA calculation (ωB97M-V/def2-TZVPD) on 9 unconnected molecules or ions with the total composition C8H35N16O9 in a non-equilibrium geometry.

Last column: Löwdin charge in e.
Positions of all 68 atoms, in Å:
O: 12.77392 -14.87227 -7.29472  0.02
O: 16.97501 -19.01960 -9.67007  -0.01
O: 14.51141 -16.34506 -10.40711  -0.02
O: 16.45346 -11.65668 -9.58895  -0.02
O: 16.81294 -14.26670 -11.94542  -0.02
O: 14.94848 -14.01413 -8.90087  0.22
O: 18.71267 -15.68955 -7.22750  0.03
O: 13.16630 -12.19987 -8.42262  0.01
O: 13.01454 -13.08460 -11.42436  0.01
N: 18.18268 -11.34337 -11.01566  0.19
N: 17.69476 -16.21822 -11.12038  0.20
N: 16.97060 -9.57132 -10.33022  0.18
N: 14.74049 -10.63686 -7.73956  0.17
N: 19.94073 -15.11301 -9.01413  0.15
N: 17.75487 -19.08596 -7.54695  0.17
N: 13.47462 -18.23067 -11.23532  0.19
N: 12.17842 -14.83076 -5.05508  0.17
N: 14.33839 -16.69378 -12.62123  0.18
N: 18.64899 -13.54244 -8.09439  0.16
N: 18.92681 -14.87718 -12.44506  0.15
N: 12.54960 -10.39876 -7.34034  0.16
N: 14.53915 -11.89724 -12.54280  0.16
N: 15.99477 -17.77306 -8.03801  0.16
N: 12.82463 -10.79386 -11.53725  0.17
N: 13.02616 -16.68310 -6.02718  0.15
C: 12.66326 -15.38808 -6.17638  -0.67
C: 17.11080 -10.91324 -10.32849  -0.64
C: 16.95965 -18.64983 -8.49227  -0.71
C: 13.52831 -11.21510 -7.75943  -0.65
C: 13.40519 -11.98106 -11.84964  -0.68
C: 14.14050 -17.06061 -11.34244  -0.64
C: 17.72622 -15.10976 -11.87926  -0.69
C: 19.08511 -14.83492 -8.01472  -0.70
H: 15.41788 -11.06760 -8.36988  0.04
H: 19.16394 -12.89971 -8.66576  0.08
H: 12.22454 -10.72034 -10.73670  0.10
H: 13.12176 -10.01990 -12.10356  0.09
H: 13.28864 -18.43553 -10.26488  0.11
H: 18.43886 -19.78007 -7.79745  0.12
H: 18.94542 -14.04232 -13.00544  0.11
H: 14.24484 -17.29794 -13.41522  0.11
H: 12.03323 -15.30645 -4.18463  0.11
H: 16.22582 -9.13313 -9.81312  0.11
H: 12.60707 -9.46409 -6.98206  0.11
H: 15.93304 -17.46165 -7.08552  0.09
H: 15.06167 -11.06482 -12.74682  0.09
H: 17.75135 -18.63686 -6.64913  0.11
H: 14.97225 -9.89917 -7.10158  0.11
H: 14.61013 -15.72722 -12.72518  0.10
H: 16.83974 -16.32707 -10.59116  0.08
H: 14.64174 -14.63311 -9.59336  0.10
H: 19.58420 -15.62888 -12.34290  0.10
H: 12.94610 -18.69895 -11.94538  0.11
H: 20.33407 -16.03582 -8.91959  0.11
H: 12.05145 -13.83260 -5.07075  0.11
H: 20.14339 -14.55514 -9.82132  0.08
H: 14.93895 -12.76666 -12.85973  0.09
H: 12.82768 -17.16857 -5.16933  0.10
H: 11.65461 -10.84816 -7.46991  0.12
H: 18.48134 -10.62167 -11.64904  0.11
H: 17.44916 -8.90135 -10.90772  0.11
H: 15.46992 -17.27255 -8.73566  0.05
H: 18.45186 -12.31091 -10.98920  0.09
H: 13.16007 -17.22132 -6.86591  0.10
H: 14.25640 -13.53021 -8.36985  0.09
H: 18.33213 -16.98699 -11.22190  0.11
H: 17.84283 -13.23386 -7.58230  0.10
H: 15.66285 -13.43328 -9.23436  0.10

Values from the calculation:
HOMO: -11.48 eV
HOMO-LUMO gap: 9.4 eV
2S+1: 1
calculated total energy: -1879.19772 hartree
total charge: +1
ΔE to the lowest compared entry with this formula, charge and spin: 1.406 eV
E_LUMO: -2.08 eV

# 3
ORCA calculation (ωB97M-V/def2-TZVPD) on 9 unconnected molecules or ions with the total composition C8H36N2O9 in a non-equilibrium geometry.

Last column: Löwdin charge in e.
Positions of all 55 atoms, in Å:
O: -16.50232 -8.92227 4.14273  -0.22
O: -8.24782 -9.16934 2.35157  -0.20
O: -12.50976 -7.56797 5.67087  -0.09
O: -20.41576 -6.44710 3.92093  -0.05
O: -19.78700 -6.86109 6.52384  -0.09
O: -15.02742 -6.69627 6.12298  -0.05
O: -18.09595 -4.95644 4.36399  -0.05
O: -15.11815 -4.66022 3.53190  -0.02
O: -12.93805 -6.36293 3.16636  -0.05
N: -17.50473 -8.53365 6.86907  0.05
N: -10.89126 -7.81620 1.82453  0.05
C: -10.75162 -8.98148 2.70880  -0.38
C: -12.05039 -9.81886 2.78235  -0.04
C: -19.24289 -10.18045 6.25181  -0.08
C: -16.34524 -8.37013 2.77623  -0.04
C: -17.86688 -9.10037 4.53688  -0.20
C: -9.50957 -9.88588 2.33933  -0.16
C: -7.43972 -9.57335 1.28305  -0.13
C: -17.87369 -9.64420 6.01138  -0.43
H: -17.09715 -10.44891 6.07430  0.15
H: -14.74332 -3.89807 3.15296  0.03
H: -19.19380 -10.61572 7.24451  0.08
H: -7.99904 -9.29676 0.38151  0.08
H: -18.40190 -8.14816 4.47792  0.10
H: -9.70805 -10.23242 1.36107  0.10
H: -10.65162 -8.57110 3.72052  0.13
H: -18.26475 -7.95971 7.06114  0.01
H: -12.43243 -8.44888 6.12573  0.08
H: -12.62715 -9.48751 3.66499  0.07
H: -16.89880 -8.87838 7.62166  0.10
H: -15.58279 -8.92936 2.28774  0.06
H: -9.99281 -7.36610 1.90798  0.09
H: -14.50192 -5.32435 3.28422  -0.03
H: -20.06581 -9.39665 6.19151  0.10
H: -11.05863 -8.08817 0.91035  0.06
H: -13.45061 -7.41222 5.80092  -0.02
H: -15.87596 -7.36750 2.96749  0.09
H: -12.61891 -9.78398 1.84463  0.08
H: -18.19665 -5.34851 5.23448  0.03
H: -19.38864 -10.98190 5.58122  0.06
H: -17.25767 -8.42377 2.21066  0.08
H: -15.78978 -7.28040 6.02377  0.01
H: -9.42690 -10.71512 2.97507  0.10
H: -12.87557 -6.66308 4.05767  -0.02
H: -19.74468 -5.81264 3.95225  -0.04
H: -12.13359 -6.61175 2.70354  0.00
H: -15.12894 -5.96276 5.50047  0.03
H: -11.77087 -10.81054 2.99032  0.05
H: -7.33039 -10.71619 1.35011  0.11
H: -20.14721 -6.61914 7.39095  0.06
H: -20.54178 -7.04855 5.89529  0.06
H: -21.23193 -6.22080 3.41176  0.08
H: -17.13317 -4.92880 4.22305  0.02
H: -18.38456 -9.83423 3.86283  0.13
H: -6.49944 -9.05556 1.26642  0.08

Values from the calculation:
HOMO: -8.82 eV
HOMO-LUMO gap: 9.4 eV
2S+1: 1
calculated total energy: -1113.01978 hartree
ΔE to the lowest compared entry with this formula, charge and spin: 0.915 eV
E_LUMO: 0.55 eV

# 4
ORCA calculation (ωB97M-V/def2-TZVPD) on 10 unconnected molecules or ions with the total composition C8H38N2O10 in a non-equilibrium geometry.

Last column: Löwdin charge in e.
Positions of all 58 atoms, in Å:
O: 1.85987 0.38337 3.70410  -0.09
O: -1.09291 0.29052 3.18701  -0.09
O: 6.30998 -0.21067 -0.53235  -0.16
O: 2.08091 -1.95778 0.29769  -0.03
O: -4.82359 0.90270 -0.29034  -0.26
O: -0.85960 1.17642 0.46658  -0.07
O: -0.90365 -1.63117 0.62321  -0.05
O: 1.91211 0.81634 0.89820  -0.08
O: -2.83517 2.65237 -1.10450  -0.01
O: -1.99498 -2.58656 3.02647  -0.05
N: -3.62439 -0.73389 -2.25247  0.05
N: 3.45484 2.17532 -1.03703  0.01
C: -4.78631 -1.24176 -1.50462  -0.43
C: 5.36149 1.52914 -2.63514  -0.05
C: 5.82585 -1.51041 -0.60034  -0.13
C: -5.28300 1.68124 0.86772  -0.07
C: -4.88523 -0.57535 -0.08617  -0.14
C: 5.23759 0.72570 -0.33045  -0.22
C: 4.40737 1.12920 -1.53020  -0.44
C: -4.71923 -2.76514 -1.33020  -0.07
H: -3.61199 0.25060 -2.30448  0.02
H: 2.12996 -1.09527 0.66705  -0.02
H: 0.03084 1.25286 0.74671  -0.02
H: -5.66953 -1.00516 -2.03905  0.12
H: 1.92434 -0.43689 4.25085  0.06
H: -5.03948 2.66522 0.50724  0.07
H: 2.11616 1.02376 1.81015  0.02
H: -5.88249 -0.91559 0.33754  0.13
H: -2.65873 -1.01298 -2.01710  0.09
H: -1.41623 -2.45413 2.27571  -0.01
H: -5.77149 -3.03942 -0.99041  0.10
H: -1.51317 -2.99903 3.73353  0.04
H: -1.23825 0.71331 2.30051  0.02
H: 5.61293 1.59840 0.27477  0.15
H: -6.32710 1.56976 1.13541  0.08
H: 4.05428 3.04302 -1.04830  0.11
H: 5.14035 -1.69651 -1.40617  0.07
H: -3.96871 -3.05455 -0.54536  0.09
H: 5.78829 0.61941 -2.96401  0.07
H: -1.22964 1.95530 -0.04653  0.06
H: 3.74675 0.22984 -1.67938  0.15
H: 2.14177 -1.74253 -0.62316  0.03
H: -4.65210 1.46617 1.74976  0.10
H: 5.33861 -1.85418 0.31697  0.09
H: -4.54718 -3.25561 -2.25260  0.05
H: 6.64300 -2.17750 -0.86204  0.09
H: -4.03976 -0.92543 0.66163  0.15
H: -3.30804 3.45038 -1.26128  0.04
H: -1.10017 -0.82882 0.18722  -0.02
H: 4.57210 0.32638 0.43388  0.10
H: -3.49086 2.02720 -1.27541  -0.03
H: 0.01068 -1.84566 0.36678  0.03
H: 6.11214 2.22574 -2.22160  0.10
H: -1.55588 -0.56752 3.17252  0.01
H: 2.80254 2.27590 -1.86929  0.12
H: 4.90086 2.05231 -3.47535  0.08
H: 0.86961 0.47868 3.76762  0.03
H: 2.44362 1.43297 0.34849  0.02

Values from the calculation:
HOMO: -8.91 eV
HOMO-LUMO gap: 9.3 eV
2S+1: 1
calculated total energy: -1189.46852 hartree
ΔE to the lowest compared entry with this formula, charge and spin: 0.746 eV
E_LUMO: 0.39 eV

# 5
ORCA calculation (ωB97M-V/def2-TZVPD) on a molecular structure, C8H3Cl2CrF6NO4S3.

Last column: Mulliken spin population.
Positions of all 28 atoms, in Å:
Cr: 0.49967 0.16451 0.70563  4.04
Cl: -3.66646 -2.55524 2.86428  0.00
Cl: -1.33307 1.41334 -0.03607  -0.02
S: 1.92491 -0.15805 -1.57009  0.03
S: 3.46184 -0.79170 0.55767  -0.03
S: -0.98581 -1.11099 1.95487  -0.05
F: 3.13604 1.69258 1.46320  0.01
F: 5.02686 0.76633 1.92948  0.00
F: 4.64152 1.48607 -0.07611  0.00
F: 1.35352 0.71267 -3.90978  0.00
F: 3.41688 1.04784 -3.33211  0.00
F: 2.76025 -0.93913 -3.89251  0.00
O: 0.77204 -1.02300 -1.59506  0.01
O: 1.62741 1.14414 -0.91288  0.01
O: 4.49003 -1.68281 0.95321  0.00
O: 2.16753 -0.87685 1.28746  -0.03
N: 3.23765 -0.80894 -1.00533  0.00
C: -2.75041 0.51720 0.53710  0.00
C: 2.41093 0.18929 -3.30451  0.00
C: -5.10533 0.30874 0.50075  0.01
C: -3.73589 -1.19443 1.79001  0.01
C: 4.10804 0.91440 0.99171  0.01
C: -4.98151 -0.77432 1.35674  0.00
C: -3.96790 0.97458 0.07994  0.00
C: -2.54853 -0.56126 1.39078  0.01
H: -4.02234 1.82313 -0.58767  0.00
H: -5.85772 -1.30875 1.69748  0.00
H: -6.08013 0.63068 0.16183  0.00

Values from the calculation:
HOMO (spin up / spin down): -8.25 / -8.54 eV
HOMO-LUMO gap (spin up / spin down): 8.1 / 8.4 eV
2S+1: 5
calculated total energy: -4421.00604 hartree
E_LUMO (spin up / spin down): -0.11 / -0.12 eV

# 6
ORCA calculation (ωB97M-V/def2-TZVPD) on 2 unconnected molecules or ions with the total composition C8H3Cl3F9O2 in a non-equilibrium geometry.

Last column: Mulliken spin population.
Positions of all 25 atoms, in Å:
Cl: -2.17441 3.11639 -3.24687  0.00
Cl: -1.43391 1.52610 -0.73351  0.03
Cl: -0.48696 -2.19653 0.67362  0.09
F: -0.93815 0.38839 -5.73973  0.00
F: -0.13523 -0.70975 -1.96594  0.01
F: 0.86674 2.66106 -3.60423  0.00
F: 2.06831 -0.29283 -1.57080  0.00
F: -2.09862 0.54682 -3.18446  0.00
F: -2.85198 1.47061 -5.50014  0.00
F: 0.82382 0.50716 -3.73994  0.00
F: 0.94357 2.57315 -1.10327  0.02
F: 1.83245 -1.35820 0.85465  0.05
O: -1.22735 1.83935 -7.83990  0.00
O: -0.94113 2.66799 -5.73350  0.00
C: -1.51428 1.50168 -5.21733  0.00
C: 0.16603 1.56762 -3.13265  0.00
C: 0.81952 -0.40679 -1.02349  -0.12
C: 0.16902 1.49265 -1.53334  0.40
C: -0.27170 4.00813 -7.59072  0.00
C: -0.85626 2.73039 -7.12723  0.00
C: -1.33393 1.59529 -3.64003  0.00
C: 0.73588 -1.24290 0.07608  0.52
H: 0.69784 3.80663 -8.04808  0.00
H: -0.14634 4.61235 -6.70404  0.00
H: -0.92201 4.49762 -8.31913  0.00

Values from the calculation:
HOMO (spin up / spin down): -9.36 / -10.48 eV
HOMO-LUMO gap (spin up / spin down): 9.8 / 8.0 eV
2S+1: 2
calculated total energy: -2736.33992 hartree
ΔE to the lowest compared entry with this formula, charge and spin: 1.521 eV
E_LUMO (spin up / spin down): 0.44 / -2.45 eV